# C9H13NO2

A 2-piece molecular cluster, C9H13NO2 overall in a non-equilibrium geometry (ωB97M-V/def2-TZVPD, the OMol25 dataset).

Output
E_LUMO = 0.5 eV
energy relative to the best compared isomer or geometry (same formula, charge and spin) = 164.78 kJ/mol
M = 167.208 g/mol
total charge = 0
E_HOMO = -7.84 eV
largest force on an atom = 4.99 eV/A

Cartesian coordinates (Å):
1 C -2.04 3.82 0.64
2 C -1.76 2.39 0.39
3 C -0.79 1.71 1.07
4 C -0.28 0.50 0.64
5 C -1.02 -0.20 -0.28
6 O -1.07 -1.56 -0.56
7 C -2.06 0.52 -1.03
8 C -2.33 1.82 -0.74
9 H -1.09 4.43 0.54
10 H -2.49 4.04 1.61
11 H -2.75 4.16 -0.14
12 H -0.48 2.26 1.99
13 H 0.63 0.14 1.12
14 H -0.38 -2.04 -0.01
15 H -2.33 -0.07 -1.89
16 H -3.14 2.27 -1.15
17 C 3.17 -3.24 -1.02
18 C 2.02 -2.70 -0.20
19 N 2.38 -1.94 0.81
20 O 0.96 -3.09 -0.58
21 H 3.14 -4.28 -0.60
22 H 4.11 -2.78 -0.79
23 H 2.89 -3.28 -2.03
24 H 1.55 -1.64 1.40
25 H 3.17 -1.25 0.81